C28H27Ge2N3O4S5Ti as an isolated structure, computed with wB97M-V/def2-TZVPD.

Properties
Charge ... -1
Lowest unoccupied orbital energy (spin up / spin down) ... 1.9 / 1.9 eV
Expectation value of S² ... 0.759
HOMO energy (spin up / spin down) ... -0.1647 / -0.1639 Eh
Orbital gap (spin up / spin down) ... 6.4 / 6.3 eV
2S+1 ... 2

Element x y z (Å)
Ti (-1.0088, -0.7409, -1.4186)
O (-6.6146, -2.2205, 0.0799)
C (-6.0344, -1.7258, 1.1574)
O (-6.5883, -1.6927, 2.2322)
C (-4.6106, -1.3177, 1.0282)
C (-3.8666, -0.7955, 2.0677)
N (-2.6489, -0.5159, 1.5807)
N (-2.5423, -0.8403, 0.2908)
C (-3.7230, -1.3235, -0.0662)
C (-3.8696, -1.6394, -1.5138)
O (-4.9465, -2.0696, -1.9288)
O (-2.8355, -1.3498, -2.2010)
H (-6.0149, -2.1948, -0.7288)
H (-4.1400, -0.6099, 3.0920)
H (-1.8478, -0.1201, 2.0534)
S (2.5265, -5.6220, -5.5989)
C (1.7477, -4.5192, -4.6405)
S (1.1734, -4.8660, -3.0562)
C (0.5379, -3.2874, -2.6717)
C (0.6822, -2.3561, -3.6375)
S (0.1881, -0.6830, -3.4967)
S (1.4732, -2.8837, -5.0979)
S (-0.1493, -3.0177, -1.0885)
C (-1.9456, 4.1825, -1.8766)
C (-2.9839, 3.2894, -1.6524)
C (-2.6848, 1.9457, -1.5397)
N (-1.4379, 1.4726, -1.6329)
C (-0.4448, 2.3344, -1.8585)
C (-0.6553, 3.6951, -1.9867)
H (-2.1427, 5.2433, -1.9654)
H (-4.0090, 3.6206, -1.5668)
H (-3.4661, 1.2146, -1.3739)
H (0.5473, 1.9110, -1.9414)
H (0.1871, 4.3502, -2.1585)
C (3.6985, -1.5701, -1.3713)
Ge (3.1413, 0.1925, -0.7387)
C (3.1568, 1.4056, -2.2957)
C (4.6001, 0.9309, 0.3670)
Ge (0.9578, -0.0008, 0.3647)
C (1.2542, -1.2507, 1.8822)
C (0.2085, -2.0615, 2.3286)
C (0.3596, -2.9370, 3.3967)
C (1.5834, -3.0339, 4.0421)
C (2.6458, -2.2572, 3.6019)
C (2.4772, -1.3800, 2.5394)
C (0.7448, 1.7503, 1.3298)
C (-0.1032, 1.8499, 2.4351)
C (-0.3749, 3.0595, 3.0594)
C (0.2154, 4.2256, 2.5897)
C (1.0891, 4.1530, 1.5145)
C (1.3478, 2.9335, 0.9033)
H (4.7332, -1.5386, -1.7189)
H (3.0591, -1.8854, -2.1923)
H (3.6129, -2.3121, -0.5758)
H (4.1218, 1.3075, -2.7992)
H (3.0428, 2.4522, -2.0000)
H (2.3814, 1.1382, -3.0111)
H (5.4948, 1.0111, -0.2558)
H (4.8453, 0.3091, 1.2277)
H (4.3452, 1.9271, 0.7310)
H (-0.7377, -2.0628, 1.7931)
H (-0.4720, -3.5583, 3.7075)
H (1.7124, -3.7199, 4.8705)
H (3.6122, -2.3357, 4.0865)
H (3.3225, -0.7805, 2.2252)
H (-0.5254, 0.9412, 2.8664)
H (-1.0349, 3.0919, 3.9186)
H (0.0109, 5.1750, 3.0693)
H (1.5776, 5.0513, 1.1529)
H (2.0435, 2.9105, 0.0713)

Löwdin atomic charge list, values in e, 5 entries: 0.387 0.122 -0.509 0.086 -0.039


An isolated ion of composition C4H8NO and charge +1, computed with wB97M-V/def2-TZVPD.

Properties
Charge ... +1
Lowest unoccupied orbital energy ... -3.5 eV
HOMO energy ... -0.5396 Eh
Orbital gap ... 11.1 eV
SMILES ... C=C=C[NH2+]CO

Element x y z (Å)
C (-3.1056, -0.5978, 0.5066)
C (-1.8039, -0.1298, 0.6117)
C (-0.4854, 0.3510, 0.7204)
N (0.3929, 0.4115, -0.4431)
C (1.7720, -0.1875, -0.1619)
O (2.4598, -0.3379, -1.3305)
H (-3.9003, 0.0905, 0.2888)
H (-3.3067, -1.6400, 0.6694)
H (-0.0889, 0.6779, 1.6644)
H (0.4950, 1.3880, -0.7612)
H (-0.0166, -0.1222, -1.2241)
H (2.2582, 0.4556, 0.5801)
H (1.5854, -1.1790, 0.2705)
H (3.0946, 0.3682, -1.5129)

Löwdin atomic charge list, values in e, 5 entries: 0.094 0.035 -0.086 0.055 -0.203


C48H68CsN4P3Si2 as an isolated structure, computed with wB97M-V/def2-TZVPD.

Properties
Charge ... -2
Lowest unoccupied orbital energy ... 3.5 eV
HOMO energy ... -0.0105 Eh
Orbital gap ... 3.8 eV

Element x y z (Å)
Cs (-0.6193, 1.6618, 1.5835)
C (-3.7431, -3.3440, 2.0190)
Si (-3.0977, -3.2681, 0.2428)
C (-4.6589, -3.4205, -0.8310)
C (-2.1784, -4.9049, -0.0389)
N (-2.1525, -1.9101, 0.0315)
P (-1.6197, -1.0839, -1.2191)
C (-0.6084, 0.1868, -0.9219)
P (-0.0048, 1.3874, -1.8793)
N (0.6960, 2.6031, -1.1293)
Si (1.2862, 4.0953, -1.6003)
C (2.1295, 4.1918, -3.3034)
C (-0.0649, 5.4213, -1.6464)
C (2.5684, 4.7168, -0.3588)
C (1.1944, 0.6606, -3.0869)
C (0.8026, -0.0311, -4.2328)
C (1.7241, -0.7156, -5.0130)
C (3.0653, -0.7361, -4.6537)
C (3.4722, -0.0601, -3.5099)
C (2.5450, 0.6321, -2.7410)
C (-1.2379, 2.2208, -2.9868)
C (-2.4380, 2.6054, -2.3864)
C (-3.3771, 3.3593, -3.0713)
C (-3.1335, 3.7509, -4.3830)
C (-1.9412, 3.3863, -4.9915)
C (-1.0008, 2.6325, -4.2965)
C (-0.8339, -2.3540, -2.3265)
C (-1.5262, -3.1795, -3.2134)
C (-0.8704, -4.1756, -3.9275)
C (0.4935, -4.3769, -3.7544)
C (1.1946, -3.5679, -2.8695)
C (0.5370, -2.5633, -2.1728)
C (-3.1013, -0.5661, -2.2008)
C (-4.2319, -0.1635, -1.4899)
C (-5.3459, 0.3518, -2.1391)
C (-5.3533, 0.4730, -3.5223)
C (-4.2337, 0.0847, -4.2452)
C (-3.1206, -0.4229, -3.5876)
H (-4.3312, -4.2518, 2.1958)
H (-4.3748, -2.4769, 2.2342)
H (-2.9150, -3.3338, 2.7328)
H (-5.1138, -4.4064, -0.6779)
H (-4.4418, -3.3090, -1.8970)
H (-5.4022, -2.6620, -0.5702)
H (-2.8140, -5.7627, 0.2110)
H (-1.2775, -4.9616, 0.5779)
H (-1.8637, -5.0026, -1.0829)
H (1.4060, 4.4525, -4.0818)
H (2.5959, 3.2428, -3.5816)
H (2.9074, 4.9640, -3.3008)
H (-0.8205, 5.1676, -2.3970)
H (0.3409, 6.4104, -1.8898)
H (-0.5700, 5.4875, -0.6776)
H (3.5194, 4.1876, -0.4753)
H (2.2129, 4.5495, 0.6636)
H (2.7551, 5.7892, -0.4875)
H (-0.2442, -0.0485, -4.5131)
H (1.3884, -1.2560, -5.8909)
H (3.7851, -1.2797, -5.2547)
H (4.5179, -0.0683, -3.2197)
H (2.8564, 1.1756, -1.8559)
H (-2.6307, 2.2907, -1.3667)
H (-4.3050, 3.6342, -2.5836)
H (-3.8672, 4.3379, -4.9237)
H (-1.7343, 3.6954, -6.0106)
H (-0.0657, 2.3777, -4.7814)
H (-2.5939, -3.0490, -3.3464)
H (-1.4292, -4.8017, -4.6149)
H (1.0060, -5.1558, -4.3078)
H (2.2619, -3.7050, -2.7351)
H (1.0813, -1.9017, -1.5068)
H (-4.2246, -0.2644, -0.4100)
H (-6.2107, 0.6607, -1.5621)
H (-6.2190, 0.8810, -4.0318)
H (-4.2179, 0.1940, -5.3238)
H (-2.2505, -0.7108, -4.1655)
N (3.9506, 3.8617, 3.1750)
C (2.8192, 3.1172, 3.3990)
N (2.6792, 2.1397, 2.5611)
C (3.7645, 2.2317, 1.7077)
C (4.0833, 1.4452, 0.6058)
C (5.2241, 1.7714, -0.1025)
C (6.0351, 2.8531, 0.2759)
C (5.7311, 3.6425, 1.3702)
C (4.5793, 3.3122, 2.0747)
H (4.2002, 4.7069, 3.6534)
H (2.1239, 3.3572, 4.1921)
H (3.4300, 0.6304, 0.3187)
H (5.4914, 1.1952, -0.9799)
H (6.9147, 3.0833, -0.3130)
H (6.3527, 4.4854, 1.6461)
C (-0.3154, -3.9006, 3.4399)
C (0.0016, -2.5937, 2.7130)
C (0.9516, -2.8174, 1.5318)
P (0.6159, -1.1187, 3.6559)
C (2.3602, -1.5259, 4.1889)
C (2.8424, -0.4078, 5.1163)
C (2.7164, -2.9021, 4.7518)
C (-0.3932, -1.0012, 5.2200)
C (-0.1890, -2.0031, 6.3577)
C (-1.8689, -0.9047, 4.8205)
H (-0.6447, -4.6522, 2.7162)
H (-1.1230, -3.7766, 4.1624)
H (0.5482, -4.3055, 3.9690)
H (-0.9261, -2.2183, 2.2641)
H (1.8872, -3.2933, 1.8453)
H (1.1849, -1.8701, 1.0372)
H (0.4727, -3.4539, 0.7849)
H (2.9082, -1.4155, 3.2460)
H (2.3399, -0.4515, 6.0867)
H (2.6473, 0.5685, 4.6732)
H (3.9188, -0.4971, 5.2968)
H (2.1298, -3.1562, 5.6345)
H (3.7746, -2.9195, 5.0386)
H (2.5662, -3.6872, 4.0119)
H (-0.1220, -0.0092, 5.5980)
H (-0.3448, -3.0332, 6.0355)
H (-0.9051, -1.7945, 7.1599)
H (0.8113, -1.9339, 6.7872)
H (-2.2459, -1.8496, 4.4220)
H (-2.0283, -0.1227, 4.0753)
H (-2.4727, -0.6380, 5.6917)
C (-1.9980, 3.1588, 4.4578)
H (-2.6409, 4.0221, 4.2143)
H (-1.1762, 3.5374, 5.0967)
H (-2.5948, 2.4650, 5.0767)

Löwdin atomic charge list, values in e, 5 entries: 0.659 -0.177 0.271 -0.188 -0.175


What are the F_max values for these records? In order: 0.77, 5.79, 0.77 eV/A.
What are the energy above the lowest of the compared OMol25 structures with the same formula, charge and spin values for these records? In order: 0.000, 2.237, 0.742 eV.